1.
C36H45As2N7O8Ti as an isolated structure, computed with wB97M-V/def2-TZVPD.

The geometry in XYZ format:
```
99
Properties=species:S:1:pos:R:3:forces:R:3
H -1.487396 -3.914504 1.979547 0.010 -0.018 0.001
C -0.231815 -1.806493 1.024250 -0.133 0.031 0.125
C 1.283066 -1.371790 -0.812857 0.306 0.122 -0.276
H -3.966191 -4.276638 -4.421862 0.005 0.000 -0.009
N 0.384431 3.278326 1.765750 0.175 -0.105 -0.100
H -3.024459 -3.009451 2.099354 -0.012 0.010 -0.010
H 1.776143 -1.148497 4.878760 -0.002 0.001 0.011
C -1.806247 2.537734 -1.208937 0.100 0.041 -0.164
H 3.564195 0.011878 0.492589 -0.029 0.002 0.011
H -2.196064 1.435000 0.440514 0.088 0.064 -0.047
C -1.338552 -2.650956 -1.884624 -0.038 0.108 0.106
C 1.649483 3.667801 -1.425999 0.081 0.090 -0.036
N 2.601569 2.681987 0.659129 -0.030 -0.269 0.060
C 3.195990 -0.237202 1.479573 -0.031 0.036 -0.166
H 4.106436 -1.908968 4.268642 -0.005 0.004 -0.008
C 2.394425 -3.510866 -2.744041 -0.007 0.054 0.039
C 2.032234 -0.388753 -1.405106 0.118 -0.253 0.010
O -1.547559 -2.016629 1.133178 -0.060 -0.007 -0.026
H -1.311203 -0.013622 -3.774762 -0.016 -0.008 0.001
C 3.980483 -1.001142 2.325119 0.067 -0.008 -0.035
N -1.554074 2.187209 0.202742 0.076 -0.043 -0.039
H -5.527756 0.816368 4.306629 0.010 0.001 -0.015
H 3.450607 -3.293662 -2.605111 -0.008 0.019 0.014
H -3.628033 1.362126 5.790176 -0.011 -0.002 -0.014
C 2.848481 3.533158 -0.523468 0.004 0.036 -0.004
H 3.146934 4.532889 -0.201018 0.021 0.015 -0.015
H -2.031702 1.628983 -1.764095 0.021 0.034 -0.051
C -0.517429 -0.103160 -3.033455 -0.022 0.026 0.044
H -1.191870 2.861207 3.057518 -0.048 -0.006 0.063
O -3.201085 -1.998150 -3.150095 -0.050 0.027 0.079
O -0.385124 -5.845591 -1.599627 -0.013 -0.067 0.044
H 4.298001 0.930830 -2.148173 0.009 0.002 0.007
C -0.341483 -3.521061 -1.817554 0.155 -0.010 0.021
H 3.684886 3.138935 -1.100348 -0.011 -0.041 -0.016
C -3.449737 1.070163 4.763730 0.184 0.040 0.083
C 1.461513 3.371422 2.754285 -0.012 0.026 0.074
C -4.280643 0.374404 2.619778 0.044 0.007 -0.110
H -2.809943 -0.067960 1.128122 0.005 -0.116 -0.025
O 1.860653 0.847081 -1.037821 -0.674 0.096 0.590
H -0.364851 -7.847461 -1.307135 0.002 -0.009 0.005
C -2.148201 0.998661 4.292047 -0.267 -0.025 -0.046
H -2.928135 3.307576 1.382884 -0.020 0.001 -0.028
C 0.165022 -0.848434 -0.061224 0.020 0.204 0.267
H 2.292909 -4.560796 -3.017957 -0.020 0.000 0.007
H -1.633385 -2.573581 3.137740 -0.005 -0.008 0.011
C -1.943348 -2.944771 2.161879 0.003 0.022 0.001
H -5.106076 0.103123 1.974536 -0.002 0.002 0.019
H 1.394675 4.289050 3.344380 -0.038 0.000 0.010
H 0.404816 -7.325310 -2.835368 0.006 -0.008 -0.011
H 0.563101 3.976383 1.046004 0.059 -0.044 0.020
H -5.023324 -3.857186 -3.053027 -0.014 -0.003 -0.010
N 0.184185 0.073758 3.369320 -0.213 0.056 -0.224
H 4.952496 -1.332080 1.987385 -0.007 -0.003 -0.004
O 2.960999 -0.662094 -2.332569 -0.017 0.180 0.079
C 3.678154 0.437255 -2.899269 -0.095 -0.073 0.025
N -0.559382 0.551658 2.484538 0.470 -0.060 -0.055
C -2.983214 0.310656 2.124931 -0.100 0.128 0.257
H 3.535440 2.793295 2.553524 0.017 0.005 0.017
H -2.677789 3.188235 -1.310639 -0.043 -0.021 0.049
As -1.400374 -0.750840 -1.393600 0.041 0.134 0.033
O -3.021020 -4.164765 -2.573769 -0.119 0.000 0.062
C 1.703255 4.447508 -2.568611 -0.048 0.037 -0.014
H 1.369525 2.533001 3.445399 -0.009 -0.012 -0.011
H 0.216918 -0.819206 -3.392272 0.014 -0.031 0.014
H 4.310818 0.004273 -3.666347 0.023 0.017 -0.013
Ti 0.600500 1.391948 0.480157 0.632 -0.639 -0.690
C 3.509477 -1.321725 3.584337 -0.068 -0.041 0.164
H -0.042405 0.866969 -2.890161 0.006 -0.007 0.008
C 1.512631 -0.169909 3.010111 0.008 0.037 0.151
C -0.619431 3.990028 -2.914197 0.058 0.005 -0.031
C -0.430607 -7.176343 -2.155671 0.006 0.017 0.011
H -4.383244 -5.520388 -3.207413 0.000 -0.012 0.000
H -1.065125 4.557311 2.636957 0.001 0.012 0.002
H -1.798493 4.249958 0.419461 0.000 0.015 0.043
H 3.161318 4.347013 1.840725 -0.009 0.006 -0.007
H 3.257051 1.915674 0.603224 -0.024 0.055 -0.030
C -0.590497 3.222871 -1.764568 -0.218 0.046 -0.077
H -1.312962 1.226267 4.941013 -0.005 0.002 -0.024
O 0.564399 -2.341003 1.759875 0.093 -0.013 0.044
C 2.239380 -0.896673 3.936624 0.168 0.002 -0.142
As 1.466635 -3.301004 -1.021551 -0.023 -0.066 -0.091
O -0.473968 -4.995245 -3.681899 0.032 -0.020 0.011
N 1.978197 0.211288 1.809701 -0.450 0.267 -0.045
H 1.983613 -2.892382 -3.537131 -0.005 0.005 0.018
N 0.528470 3.044861 -1.056697 0.028 -0.071 0.181
C -2.619500 -2.907393 -2.598078 0.067 -0.149 -0.224
H 0.572746 5.192216 -4.236254 0.002 0.003 0.007
C -4.183568 -4.468339 -3.374037 0.012 0.033 0.020
C -1.923999 0.635483 2.965653 0.078 -0.066 0.024
H 2.988956 1.155659 -3.342530 0.022 0.034 -0.019
C -1.889328 3.366795 1.055447 -0.086 0.117 0.162
C 0.556450 4.594308 -3.334867 -0.003 -0.039 0.067
C -0.964850 3.539813 2.247881 -0.137 0.070 -0.026
H 2.624857 4.943486 -2.844043 -0.003 -0.012 -0.005
H -1.541756 4.109144 -3.466813 0.004 0.002 0.010
C -0.442244 -4.859460 -2.488559 -0.018 -0.017 -0.103
C 2.782685 3.334789 1.983608 0.032 0.036 -0.052
C -4.515064 0.764734 3.929373 -0.094 -0.040 -0.025
H -1.364708 -7.321063 -2.692892 -0.008 0.001 -0.009
```
Positions in Å, forces in eV/Å.

strongest force on any atom	1.13	eV Å⁻¹
spin multiplicity	1
calculated total energy	-7704.59784	hartree
molecular weight	901.51	g mol⁻¹
total charge	+2

---

2.
A 8-piece molecular cluster, C36H45BrIN9O6PS overall, computed with wB97M-V/def2-TZVPD.

The geometry in XYZ format:
```
100
Properties=species:S:1:pos:R:3:forces:R:3
C -2.757819 -3.905525 3.271800 0.340 0.190 -0.138
O 0.546564 -0.919783 4.697138 3.486 -0.385 -4.882
H 3.119401 -1.867373 -0.906111 0.118 0.547 2.471
N 1.906171 5.247410 -4.725846 0.019 -0.040 0.108
O 0.191284 -1.700474 2.281675 4.719 2.098 2.555
I 3.597862 -4.946368 -1.895032 -0.420 0.405 2.488
C -0.132744 6.353689 1.899017 -0.051 0.024 0.004
N 3.131416 -5.465476 1.428645 -0.024 5.310 0.500
H 4.513181 -4.301171 4.901439 -1.017 -0.687 1.320
H 2.848677 -2.380608 4.628153 -0.497 0.289 -2.277
H 1.853730 -2.295876 -5.283985 -0.174 -0.048 0.062
H 0.638991 0.958517 0.782006 -0.230 0.245 -0.408
O 5.175338 0.104961 0.377832 -1.058 -8.706 0.037
H 3.143978 -6.499373 1.284671 -0.058 1.146 0.815
H 2.457382 1.217612 -0.931299 -0.059 0.163 -0.036
C -0.666599 -3.833654 -3.774668 -0.151 -0.353 -0.144
H -2.421012 5.103066 -4.317756 -0.235 -0.051 -0.299
C 3.179490 -3.080195 1.029192 -0.374 -1.849 -1.414
H -5.955257 5.834767 -6.484067 0.162 -0.068 0.076
N 0.615996 1.664043 0.057205 0.054 -0.115 0.128
H 0.138517 3.684332 -6.986846 0.079 0.124 0.117
C 3.284728 -4.535652 0.235894 -0.861 3.402 6.414
H 0.860702 7.077843 -4.375376 -0.009 -0.133 -0.131
N -3.193829 4.980744 -4.959179 -0.099 -0.048 0.053
H -1.066804 8.296910 2.299728 0.125 -0.118 -0.093
C -0.050163 3.370178 -1.202483 -0.292 -0.091 0.306
H 0.597746 9.166764 0.339000 -0.003 -0.180 0.063
C -2.054570 -3.969388 2.089727 0.169 0.042 0.000
C 2.959630 -4.699216 2.738135 -0.305 1.607 -2.475
C 0.321885 -2.821535 -3.732781 0.363 0.124 -0.102
C 2.790861 -2.053879 3.501645 2.384 0.082 0.292
N -7.114028 -3.683139 5.391145 0.034 -0.058 0.008
C -3.616653 -5.568000 2.023087 -0.068 -0.090 0.062
N 2.960144 -3.200400 2.529353 0.696 -4.966 -4.995
H 1.197309 5.037691 0.896191 -0.194 0.336 -0.051
H 3.724581 -1.329959 3.331917 -2.147 -1.339 0.252
C 0.559478 4.365705 -6.258832 0.273 -0.344 0.075
P 2.765963 -5.631274 4.435924 1.047 -0.321 0.817
H 0.500986 -2.121046 -2.927348 -0.073 -0.029 -0.160
H 8.341818 -1.591376 2.982077 -2.623 -0.271 -0.909
H 2.004912 6.981778 -0.473759 -0.133 0.047 0.126
H -0.855257 6.101434 -6.250734 0.161 -0.072 0.040
C -4.209131 5.879728 -5.157989 -0.041 0.049 -0.038
C 7.187320 -1.645603 2.703078 0.006 -0.031 0.054
C 7.103861 -1.972423 1.095691 7.548 0.369 -3.529
H -1.395250 -4.062601 -3.007870 0.076 0.056 -0.173
C 1.580228 1.850007 -0.899027 0.202 0.043 -0.144
H -1.090482 -5.308919 -5.409675 0.065 0.164 0.099
C 4.908764 -1.203002 0.340235 0.430 5.876 0.132
S 1.202136 -1.078751 3.288546 -7.545 -1.349 2.506
H 0.823151 -4.182364 -6.583276 -0.166 0.140 0.310
H 2.579010 -0.806164 0.651092 1.722 -1.686 -0.901
H 1.535870 0.217166 2.857631 0.346 -1.108 0.216
C 1.238610 7.070148 0.284651 -0.020 0.036 -0.052
H -4.170186 -6.392909 1.594907 0.072 0.143 0.109
H -7.415081 -4.097346 4.518544 0.114 0.181 0.343
C 1.709614 4.156013 -5.531403 -0.022 -0.093 -0.091
C -3.390386 3.889347 -5.764736 0.024 -0.045 -0.047
H -4.961483 3.417665 -7.220180 0.084 0.109 0.130
Br 0.579985 -5.501452 5.125829 1.486 0.768 -0.579
H -2.256553 -5.266354 0.421305 -0.192 0.137 0.351
C -5.933296 -2.528148 6.878875 0.215 0.016 -0.342
H -1.246273 2.598967 0.530689 0.119 0.024 -0.147
C 1.025135 -2.885398 -4.914854 0.159 -0.001 0.020
O 8.267713 -1.989838 0.396018 -8.407 -0.099 4.754
H -2.696163 3.059728 -5.752383 -0.119 0.144 -0.024
H 1.746819 3.298994 -2.536656 -0.142 -0.098 0.111
H -0.579868 5.631459 2.568964 0.045 0.155 -0.105
N 0.835802 5.976293 1.005599 0.076 0.026 0.076
C -0.356083 7.703011 1.739691 -0.142 -0.280 0.227
H 6.732454 -0.590587 2.967454 0.711 -2.171 -0.784
C -5.058601 5.359058 -6.108517 0.014 0.328 0.221
N 0.498709 -3.903614 -5.666397 -0.028 0.012 0.104
H 2.678988 5.369733 -4.084423 -0.293 -0.006 -0.283
C -3.746303 -4.917644 3.229913 -0.201 -0.343 -0.214
C 3.299622 -1.639440 0.244230 1.540 -2.037 0.067
C -7.759015 -3.811359 6.593749 -0.048 0.022 0.096
C 0.041399 5.625724 -5.875184 -0.005 0.346 0.257
H -0.638763 4.189492 -1.594404 0.101 -0.141 0.096
H 6.674656 -2.485112 3.372756 1.000 1.768 -1.642
C -5.996610 -2.906878 5.556470 0.099 0.091 -0.001
H -8.666568 -4.394408 6.676002 0.157 0.126 0.020
O 3.812328 -4.688393 5.517033 -1.000 0.000 -3.283
H -7.305541 -3.006296 8.582562 0.027 -0.029 -0.193
H -4.474955 -5.146591 3.996711 0.119 0.032 -0.113
N -2.580995 -4.987604 1.338184 -0.018 -0.036 -0.008
C -0.384780 2.582944 -0.123365 -0.190 0.224 0.030
C -7.048619 -3.101066 7.535427 -0.336 -0.249 -0.012
O 5.887399 -2.301320 0.332466 -0.920 3.490 1.966
C 0.890869 6.146395 -4.924656 -0.094 0.088 0.008
H -5.344795 -2.689715 4.720892 -0.107 -0.002 0.137
H 2.403837 3.326395 -5.519049 -0.120 0.137 -0.053
C 0.511572 8.156519 0.717562 0.275 -0.075 -0.259
C -4.540522 4.099038 -6.492165 0.267 -0.273 0.040
H -2.578719 -3.205036 4.077233 -0.022 -0.076 -0.138
H -5.165993 -1.907383 7.322977 -0.128 -0.098 -0.091
H -1.225974 -3.379866 1.720596 -0.222 -0.095 0.110
H -4.239298 6.811176 -4.608710 -0.024 -0.150 -0.118
C 1.193397 2.905889 -1.693641 0.372 -0.276 0.050
C -0.536949 -4.484009 -4.981494 0.003 -0.067 0.046
```
Positions in Å, forces in eV/Å.

strongest force on any atom	9.66	eV Å⁻¹
spin multiplicity	1
calculated total energy	-5953.59816	hartree
molecular weight	969.66	g mol⁻¹
total charge	+1